# 1
An isolated molecule of C19H24N4O6. Source: OMol25; level of theory: the ωB97M-V functional and the def2-TZVPD basis.

```
53
Properties=species:S:1:pos:R:3:mulliken_charge:R:1
C -7.00644 -1.47695 1.42218 -1.71
H -7.97100 -1.05446 1.14683 0.35
H -6.54155 -0.83056 2.16302 0.40
H -7.17651 -2.44805 1.87994 0.43
C -6.11178 -1.62189 0.19146 1.09
C -6.74178 -2.61412 -0.78414 -1.64
H -7.73000 -2.27127 -1.08577 0.37
H -6.85097 -3.58574 -0.30881 0.43
H -6.13376 -2.74080 -1.67489 0.34
H -5.14660 -2.01307 0.52227 0.21
C -5.89496 -0.24573 -0.46474 -1.57
H -6.57416 -0.12964 -1.31279 0.54
H -6.13465 0.54052 0.25585 0.31
C -4.46228 0.02535 -0.96558 1.75
N -4.35622 1.39769 -1.42018 -0.11
C -3.54633 2.16511 -0.66341 0.27
O -3.31473 3.33829 -0.75014 -0.63
N -2.99256 1.29770 0.30667 0.22
C -3.46887 0.03022 0.19104 0.26
O -3.13365 -0.90711 0.88002 -0.81
C -2.06680 1.76428 1.31272 -0.99
H -2.11734 2.85666 1.31440 0.45
H -2.36682 1.36684 2.28798 0.30
C -0.61477 1.35363 1.04087 0.89
O 0.27062 2.17952 0.95740 -0.74
N -0.43734 0.01544 0.93248 -0.03
C 0.75041 -0.71304 0.63693 0.42
O 0.66713 -1.91178 0.52322 -0.67
N 1.84657 0.05962 0.51669 -0.01
C 3.15668 -0.34292 0.23866 0.51
C 4.12114 0.65526 0.15891 -0.86
C 5.44443 0.33780 -0.10541 0.47
C 5.81633 -0.99995 -0.27139 0.51
C 4.84213 -1.98750 -0.21124 -0.89
C 3.52148 -1.67112 0.03521 -0.49
H 2.77528 -2.44526 0.08208 0.54
H 5.14609 -3.01134 -0.35702 0.42
O 7.12120 -1.37227 -0.48831 -0.46
C 8.04463 -0.35030 -0.19044 -0.46
C 7.57225 0.97566 -0.78539 -0.46
H 8.28265 1.77837 -0.58253 0.34
O 6.35028 1.36402 -0.19875 -0.45
H 7.44658 0.85882 -1.87077 0.29
H 8.99950 -0.65964 -0.61793 0.34
H 8.14542 -0.24051 0.89844 0.29
H 3.86009 1.69299 0.29599 0.44
H 1.70377 1.06258 0.63985 0.21
H -1.24834 -0.59376 1.05623 0.13
H -4.91479 1.77840 -2.16411 0.22
C -3.99719 -0.95272 -2.04334 -1.97
H -3.87437 -1.94180 -1.61233 0.35
H -4.72185 -0.99495 -2.85263 0.40
H -3.03894 -0.63101 -2.44631 0.47
```

Energy above the lowest of the compared OMol25 structures with the same formula, charge and spin in kJ/mol: 47.3
E in a.u.: -1408.99646
Gap between HOMO and LUMO in eV: 8.33
SMILES string: CC(C)C[C@@]1(C)NC(=O)N(CC(=O)NC(=O)Nc2ccc3c(c2)OCCO3)C1=O



# 2
An isolated molecule of C19H24N4OS. Source: OMol25; level of theory: the ωB97M-V functional and the def2-TZVPD basis.

```
49
Properties=species:S:1:pos:R:3:mulliken_charge:R:1
C -2.96399 4.17506 2.05934 -1.16
C -1.48974 4.27438 2.15068 0.67
N -0.68709 4.24157 1.15146 -0.43
C 0.62225 4.34107 1.51669 0.26
C 0.81752 4.45379 2.85831 -0.28
S -0.68328 4.44122 3.70300 -0.22
H 1.73867 4.55258 3.39592 0.46
C 1.70287 4.24785 0.47784 -1.25
N 1.90913 2.90773 -0.04604 0.07
C 0.82078 2.48175 -0.91505 -0.89
H 0.90908 3.03953 -1.85323 0.45
C 0.90858 0.99040 -1.21775 -0.81
N 0.78005 0.22088 0.00477 0.17
C 0.83429 -1.14846 0.05165 0.48
O 0.89775 -1.75242 1.10572 -0.71
N 0.83043 -1.78120 -1.16582 0.07
H 0.55359 -1.26048 -1.98214 0.33
C 0.66051 -3.20761 -1.26154 0.51
C -0.76723 -3.65362 -1.20362 -0.52
C -1.48481 -3.90821 -2.36543 -0.30
C -2.81262 -4.29229 -2.29550 -0.63
C -3.43442 -4.41680 -1.06490 -0.37
C -2.72663 -4.15209 0.09604 -0.73
C -1.39846 -3.77157 0.02930 -0.16
H -0.83652 -3.55279 0.92458 0.48
H -3.21151 -4.24495 1.05689 0.38
H -4.47056 -4.71825 -1.01157 0.38
H -3.36309 -4.49394 -3.20330 0.38
H -1.00008 -3.80841 -3.32685 0.44
C 1.64204 -3.93164 -2.13986 -0.61
C 1.73210 -4.05925 -0.64857 -0.62
H 1.42934 -4.98832 -0.19170 0.22
H 2.53396 -3.55512 -0.13464 0.22
H 2.39372 -3.34478 -2.64583 0.29
H 1.28791 -4.78072 -2.70428 0.34
C 1.07441 0.94916 1.22411 -0.56
H 0.18750 1.50231 1.55442 0.22
C 2.23434 1.90827 0.96621 -0.85
H 3.09505 1.32920 0.60900 0.39
H 2.52245 2.40197 1.89568 0.34
H 1.33055 0.21472 1.99005 0.44
H 0.09119 0.73891 -1.90480 0.59
H 1.86549 0.77795 -1.71565 0.34
H -0.16494 2.70455 -0.48114 0.36
H 1.44692 4.89316 -0.36606 0.44
H 2.64764 4.58903 0.90891 0.43
H -3.43318 5.03025 2.54313 0.33
H -3.31412 3.27174 2.55802 0.31
H -3.25781 4.14390 1.01356 0.33
```

Energy above the lowest of the compared OMol25 structures with the same formula, charge and spin in kJ/mol: 155.0
E in a.u.: -1430.85878
Gap between HOMO and LUMO in eV: 8.94
SMILES string: Cc1nc(CN2CCN(C(=O)NC3(c4ccccc4)CC3)CC2)cs1



# 3
The ion C19H24NO4 with charge +1. Source: OMol25; level of theory: the ωB97M-V functional and the def2-TZVPD basis.

```
48
Properties=species:S:1:pos:R:3:mulliken_charge:R:1
C -5.08171 2.30100 3.21743 -0.78
O -4.95261 0.86083 3.10135 -0.44
C -3.73526 0.25786 3.12893 0.63
C -3.66618 -1.10594 2.76395 -0.78
C -2.44900 -1.74183 2.57918 -0.75
C -1.24094 -1.04191 2.71496 -0.19
C 0.07396 -1.85020 2.45078 -0.03
C 1.39459 -1.09517 2.55632 0.13
C 2.49754 -1.78486 3.06765 -0.34
C 3.70273 -1.15031 3.28100 -0.90
C 3.83358 0.23824 3.04817 0.82
O 5.04124 0.80990 3.29079 -0.44
C 5.20905 2.24132 3.15666 -0.81
C 2.71299 0.94779 2.55238 -0.62
C 1.51894 0.27452 2.29428 -0.72
C -1.31118 0.23500 3.29513 -0.49
C -2.52636 0.89902 3.44446 -0.64
H -6.14811 2.49212 3.08740 0.25
H -4.76170 2.64252 4.20971 0.32
H -4.51671 2.82111 2.43321 0.35
H -4.60531 -1.61103 2.58480 0.44
H -2.46600 -2.81801 2.37112 0.42
H 0.11702 -2.62945 3.19336 0.47
H 2.40009 -2.82918 3.35377 0.39
H 4.58658 -1.68388 3.60156 0.44
H 6.27325 2.39525 3.33651 0.25
H 4.93674 2.57671 2.14952 0.33
H 4.61117 2.76536 3.91101 0.34
H 2.77793 2.01403 2.33923 0.35
H 0.65353 0.83483 1.95382 0.79
H -0.42635 0.75215 3.63068 0.80
H -2.52431 1.91718 3.79394 0.39
C -0.72904 -8.12538 1.39635 -1.16
C -0.29107 -7.21509 0.28164 -0.21
O 0.18580 -5.95826 0.91613 -0.25
C 0.29078 -4.88700 0.10108 0.19
C 0.97469 -3.66527 0.75320 -0.07
N -0.01363 -2.51516 1.13672 -0.04
O -0.09529 -4.87341 -1.05443 -0.55
H -0.91276 -9.12692 1.00505 0.39
H 0.00602 -8.21683 2.20016 0.32
H -1.66625 -7.77524 1.83495 0.31
H 0.52407 -7.68126 -0.28240 0.29
H -1.12084 -7.00617 -0.39563 0.33
H 1.59110 -3.97710 1.60676 0.20
H 1.61136 -3.24437 -0.03913 0.31
H 0.18808 -1.77539 0.47378 0.50
H -0.96144 -2.80179 0.88064 0.49
```

Net charge: +1
Energy above the lowest of the compared OMol25 structures with the same formula, charge and spin in kJ/mol: 0.0
E in a.u.: -1093.84919
Gap between HOMO and LUMO in eV: 8.84
SMILES string: CCOC(=O)C[NH2+]C(c1ccc(OC)cc1)c1ccc(OC)cc1



# 4
A structure of composition C19H24NOsS. Source: OMol25; level of theory: the ωB97M-V functional and the def2-TZVPD basis.

```
46
Properties=species:S:1:pos:R:3:lowdin_spin:R:1
C -0.53299 0.83024 -2.98823 -0.10
C -0.08979 2.28294 -3.12893 0.00
C 0.11801 0.02634 -4.10903 -0.01
C -2.03819 0.82274 -3.24413 0.00
H -0.46399 0.10694 -5.04083 0.00
H 0.18381 -1.03666 -3.87673 0.00
H 1.12741 0.36014 -4.34583 0.00
H -0.18019 2.61864 -4.17423 0.00
H 0.94521 2.45324 -2.83863 0.00
H -0.71049 2.95474 -2.53593 0.00
H -2.29389 1.54354 -4.03633 0.00
H -2.61719 1.10474 -2.36743 0.00
H -2.40589 -0.14306 -3.58513 0.00
C 2.20681 -0.49446 0.37757 0.14
C 2.46061 -0.66206 -1.00363 0.13
C 2.35461 0.59694 -1.61993 0.10
H 2.70201 -1.58866 -1.49693 0.00
C 2.01531 1.54214 -0.63343 0.07
C 1.93461 0.86814 0.61297 0.14
H 1.75371 1.32104 1.57207 0.00
H 2.23021 -1.27196 1.12167 0.00
H 2.50521 0.80054 -2.66303 0.00
H 1.87481 2.59514 -0.79703 0.00
C -1.72129 -1.32796 0.53557 0.13
C -0.56679 -2.13166 0.50137 0.14
C -0.34469 -2.52256 -0.83763 0.13
H 0.03421 -2.40936 1.35047 0.00
C -1.36259 -1.96066 -1.63193 0.08
C -2.20939 -1.21026 -0.78833 0.06
H -3.07629 -0.65286 -1.09253 0.00
H -2.16629 -0.90926 1.42047 0.00
H 0.46121 -3.14496 -1.18963 0.00
H -1.47099 -2.08286 -2.69343 0.00
Os 0.01991 -0.02186 -0.77113 2.80
S -0.15099 0.15474 1.89027 0.12
C -0.20349 0.28164 3.39347 0.03
N -0.99709 -0.62196 3.99947 0.01
C -0.93369 -0.80186 5.31967 0.00
C -0.00599 -0.07086 6.06307 0.01
C 0.86361 0.82194 5.42207 0.00
C 0.77271 1.00064 4.06577 0.01
H -1.63429 -1.24956 3.45157 0.00
H -1.58509 -1.54256 5.75257 0.00
H 0.05801 -0.22466 7.11457 0.00
H 1.63621 1.35864 5.94557 0.00
H 1.50331 1.63684 3.57987 0.00
```

Net charge: +1
Energy above the lowest of the compared OMol25 structures with the same formula, charge and spin in kJ/mol: 0.0
E in a.u.: -1281.45096
Gap between HOMO and LUMO (alpha / beta) in eV: 5.89 / 6.13
Multiplicity: 5